38
Properties=species:S:1:pos:R:3:lowdin_charge:R:1 method="wB97M-V/def2-TZVPD" smiles=Cc1cc(C)c2c(n1)sc1c(NCc3ccccc3)n[nH]c12 homo_ev=-7.6983
C 4.47503 -0.66479 -4.74068 -0.050
C 3.31846 -0.74530 -3.86490 -0.360
C 2.04890 -1.09259 -4.35368 0.017
C 0.94869 -1.10100 -3.51160 -0.202
C -0.40826 -1.50081 -3.98288 -0.038
C 1.19027 -0.72638 -2.18163 -0.129
C 2.51081 -0.45418 -1.73712 -0.482
N 3.53915 -0.43716 -2.59792 0.106
S 2.57766 -0.04903 -0.01457 1.048
C 0.85630 -0.43625 0.07264 -0.419
C -0.15504 -0.57956 1.08705 -0.335
N 0.05787 -0.27009 2.40896 0.037
C -0.86860 -0.45198 3.53355 -0.134
C -1.72534 0.78691 3.72823 -0.217
C -3.10965 0.63558 3.88169 -0.051
C -3.92309 1.72982 4.14631 -0.095
C -3.36415 2.98630 4.31218 -0.108
C -1.99618 3.15335 4.17363 -0.088
C -1.15058 2.05272 3.92189 -0.033
N -1.29785 -0.98098 0.55230 0.101
N -1.02601 -1.08470 -0.80194 0.028
C 0.28916 -0.73287 -1.08435 -0.252
H 5.32419 -1.14831 -4.21831 0.094
H 4.28060 -1.22399 -5.65867 0.078
H 4.75540 0.36829 -4.96368 0.090
H 1.90299 -1.39070 -5.37629 0.110
H -0.77653 -2.39998 -3.45164 0.096
H -0.35486 -1.70378 -5.06289 0.083
H -1.14954 -0.70745 -3.83337 0.090
H 1.01758 -0.03423 2.58075 0.115
H -1.53884 -1.31771 3.37629 0.120
H -0.28448 -0.58919 4.45086 0.125
H -3.60023 -0.30994 3.74897 0.102
H -5.01248 1.56568 4.24098 0.111
H -3.99244 3.85289 4.54329 0.105
H -1.55901 4.12037 4.33031 0.092
H -0.06395 2.19610 3.82730 0.113
H -1.73595 -1.31505 -1.48105 0.130

38
Properties=species:S:1:pos:R:3:lowdin_charge:R:1 method="wB97M-V/def2-TZVPD" charge=-1 homo_ev=-4.1632
B 0.39244 0.78787 1.42437 -0.485
C 0.88123 0.26936 -0.05664 -0.152
C -0.19379 -0.44114 -1.09760 -0.050
C 0.42643 -0.97005 -2.55824 -0.104
C 2.02910 -0.72786 -2.79860 -0.194
N 3.01074 -0.05111 -1.88424 -0.070
C 2.42688 0.41392 -0.58034 -0.103
H 0.22476 -0.19803 2.08383 -0.009
H -0.63508 1.36075 1.43484 -0.025
H 1.27857 1.37621 1.95697 -0.018
H -1.33450 -0.57111 -0.83614 0.090
H -0.27305 -1.50891 -3.34165 0.068
H 2.46683 -1.14283 -3.82954 0.072
H 3.18380 0.93795 0.18066 0.098
F -2.31597 -4.21136 -0.01681 0.062
C -1.22422 -4.81013 -0.51097 -0.284
C -0.19523 -4.03400 -1.03292 -0.001
C 0.94391 -4.65682 -1.54286 -0.068
C 1.03661 -6.05078 -1.53505 -0.109
C -0.00374 -6.82127 -1.01358 -0.104
C -1.13772 -6.19777 -0.49360 -0.034
H -0.28850 -2.95292 -1.03817 0.072
H 1.75731 -4.05870 -1.94607 0.103
H 1.92336 -6.53630 -1.93696 0.094
H 0.06889 -7.90618 -1.01233 0.096
H -1.95184 -6.78099 -0.07624 0.108
F -1.71593 2.86129 2.15166 0.037
C -1.38138 4.14911 1.99613 -0.277
C -0.74325 4.55410 0.82889 0.000
C -0.39934 5.89583 0.66432 -0.087
C -0.68794 6.81654 1.67465 -0.119
C -1.32416 6.39933 2.84474 -0.104
C -1.67791 5.05974 3.00416 -0.022
H -0.51963 3.82328 0.05860 0.122
H 0.09282 6.22398 -0.24785 0.100
H -0.41551 7.86213 1.54777 0.091
H -1.54406 7.11699 3.63144 0.095
H -2.18093 4.71988 3.90338 0.111

39
Properties=species:S:1:pos:R:3:lowdin_charge:R:1 method="wB97M-V/def2-TZVPD" homo_ev=-8.1145
C 0.46461 -1.44390 -3.61331 -0.098
C 0.24941 2.10240 -2.94109 -0.125
C -0.84048 -1.31478 -3.83696 -0.132
H 0.76743 -2.43337 -3.32024 0.092
C -0.98181 1.93579 -2.42731 -0.124
H 0.76249 3.06529 -2.87098 0.095
H -1.31006 -2.22357 -4.22494 0.099
H -1.41980 2.75518 -1.83811 0.101
C -1.74846 -0.12364 -3.81512 -0.185
H -2.73922 -0.58366 -3.88286 0.103
H -1.61783 0.58270 -4.65713 0.124
C 1.19014 -0.27564 -2.91526 -0.185
H 2.25461 -0.48669 -2.82465 0.094
H 0.84499 -0.21461 -1.87222 0.088
C 1.02250 1.05926 -3.68637 -0.199
H 0.58044 0.87514 -4.68117 0.115
H 2.03560 1.47193 -3.84720 0.106
C -1.78355 0.67316 -2.47873 -0.194
H -2.81207 1.03978 -2.36592 0.103
H -1.62896 -0.00319 -1.60915 0.113
Be 0.46640 -1.44374 0.99223 0.281
H -0.85951 -1.08866 1.04861 0.026
Br -0.87272 -4.31206 3.98179 0.816
C -0.34929 -2.52647 4.05604 -0.614
C -0.57237 -1.72850 5.19852 -0.143
C -0.25889 -0.38265 5.25723 -0.646
Br -0.38010 0.59601 6.84800 0.791
C 0.33485 0.26348 4.12770 -0.174
C 0.72447 1.61896 3.95391 -0.001
C 1.21810 2.05447 2.72855 -0.035
C 1.36715 1.16845 1.64078 -0.054
N 1.20654 -0.15723 1.85056 0.043
C 0.71467 -0.60023 3.04970 -0.161
C 0.45363 -2.00154 3.01987 -0.415
O 0.83391 -2.64024 1.94109 -0.125
H -0.96161 -2.18633 6.08372 0.094
H 0.63219 2.30652 4.78864 0.090
H 1.41312 3.10566 2.52664 0.109
H 1.59948 1.49655 0.61514 0.126

no.,gap between HOMO and LUMO (eV),calculated total energy (hartree)
1,8.38,-1274.61928
2,7.15,-937.11666
3,7.31,-5950.72334